[1]
# C14H16

A 2-piece molecular cluster, C14H16 overall at a distorted geometry (ωB97M-V/def2-TZVPD, the OMol25 dataset).

The charge is +1. The spin multiplicity is 2. The highest occupied orbital energy (spin up / spin down) is -0.4285 / -0.4283 Ha. Its energy relative to the best compared isomer or geometry (same formula, charge and spin) is 17.79 kcal/mol. As for the energy: -542.72522 Eh. The calculation puts the frontier orbital gap (spin up / spin down) at 7.3867 / 3.6338 eV. Its expectation value of S² is 0.77.

Each line ends with the Löwdin charge.
Element x y z (Å)
C  -0.9600  -1.4581  2.6441  -0.0636
C  -0.0566  2.1904  3.3137  -0.0558
C  -0.7770  0.9880  3.1361  -0.0541
C  1.2132  2.2125  2.7706  -0.1013
C  -0.1984  -0.1754  2.6711  -0.2987
C  1.7994  1.0562  2.2861  -0.1012
C  1.1460  -0.1676  2.2013  -0.0628
H  -0.5549  3.1121  3.5751  0.1074
H  -1.7553  0.9186  3.6021  0.1125
H  1.8014  3.1200  2.8491  0.1070
H  2.8508  1.0267  2.0066  0.1058
H  -2.0244  -1.2288  2.7647  0.0779
H  -0.7208  -2.0934  3.5052  0.0912
H  1.4932  -1.0223  1.6534  0.0886
H  -0.8904  -2.1429  1.7958  0.0723
C  -1.8598  -0.5844  -4.5141  0.0140
C  -0.2150  0.1097  -1.1687  0.0058
C  -1.0135  0.3505  -2.2485  0.0407
C  0.8953  -0.7265  -1.3145  0.0421
C  -0.8818  -0.5403  -3.3726  -0.1347
C  1.2216  -1.4873  -2.4618  0.0164
C  0.3586  -1.2737  -3.5119  0.0313
H  -0.3283  0.7366  -0.2924  0.1284
H  -1.8111  1.0773  -2.3312  0.1362
H  1.5451  -0.9427  -0.4740  0.1112
H  2.1143  -2.0793  -2.5239  0.1286
H  -2.5073  -1.4461  -4.3267  0.1251
H  -1.2690  -0.8154  -5.3983  0.0954
H  0.5059  -1.7493  -4.4761  0.1307
H  -2.2931  0.4078  -4.6105  0.1034

[2]
# C4H8N2O2

One molecule with the formula C4H8N2O2 (ωB97M-V/def2-TZVPD, the OMol25 dataset).

The charge is 0. The highest occupied orbital energy is -0.3366 Ha. Its energy relative to the best compared isomer or geometry (same formula, charge and spin) is 37.84 kcal/mol. Its SMILES is [H]/N=C(/N)C[C@@H](O)C=O. As for the energy: -417.19565 Eh. The calculation puts the frontier orbital gap at 9.5552 eV.

Each line ends with the Löwdin charge.
Element x y z (Å)
H  2.3573  -1.8671  -0.5887  0.0372
N  1.6950  -2.1511  0.1243  0.0990
C  0.7558  -1.3281  0.3402  -0.5208
N  -0.2248  -1.6539  1.2171  0.1303
C  0.6231  0.0297  -0.3448  -0.0639
C  -0.7719  0.6701  -0.2634  -0.3575
O  -1.1339  1.0600  1.0434  -0.0365
C  -0.8526  1.8313  -1.2342  -0.2126
O  -0.5418  1.7863  -2.3894  0.0837
H  -0.0752  -2.4913  1.7530  0.1022
H  -0.8053  -0.9306  1.6077  0.0757
H  1.3569  0.7084  0.1055  0.1334
H  0.8819  -0.0830  -1.4000  0.1237
H  -1.5232  -0.0705  -0.5658  0.1658
H  -0.5119  1.7257  1.3613  0.1075
H  -1.2294  2.7640  -0.7662  0.1327

[3]
# C6H21NO6

A 7-piece molecular cluster, C6H21NO6 overall at a distorted geometry (ωB97M-V/def2-TZVPD, the OMol25 dataset).

The charge is 0. The highest occupied orbital energy is -0.3242 Ha. Its energy relative to the best compared isomer or geometry (same formula, charge and spin) is 99.40 kcal/mol. Its SMILES is CCc1cc[nH]c1.O.O.O.O.O.O. As for the energy: -747.28429 Eh. The calculation puts the frontier orbital gap at 9.1475 eV.

Each line ends with the Löwdin charge.
Element x y z (Å)
C  -0.4234  2.9527  0.6131  -0.0512
C  -0.7443  2.7813  -0.9999  -0.1431
C  -0.3727  1.3299  -1.4725  -0.1841
C  -1.3680  0.4121  -2.1296  -0.0558
C  -0.7207  -0.6208  -2.8061  -0.1420
N  0.6016  -0.4116  -2.6654  0.0051
C  0.8365  0.6921  -1.8392  -0.0917
H  0.5600  3.3034  0.4542  0.0495
H  -1.2505  3.6302  0.8655  0.0672
H  -0.7407  1.9644  1.1237  0.0605
H  -1.7602  2.7725  -0.8776  0.0448
H  -0.2944  3.5719  -1.6556  0.1243
H  -2.4079  0.5087  -1.9975  0.0723
H  -1.0204  -1.4604  -3.5222  0.1388
H  1.4093  -0.7834  -3.1067  0.1412
H  1.7366  1.0748  -1.5871  0.0737
O  -1.9979  0.2689  1.7264  0.0116
H  -1.4032  0.0777  2.4290  0.0495
H  -1.8226  1.0744  1.3832  -0.0603
O  -2.2304  -2.3837  1.2189  0.0214
H  -2.5051  -1.7862  1.8952  0.0248
H  -2.5718  -1.9597  0.5239  -0.0256
O  0.6869  -3.9109  1.1181  -0.0906
H  -0.2765  -3.7941  0.8520  0.0463
H  0.8088  -2.9414  1.0796  -0.0269
O  2.5516  1.1859  1.1781  -0.0180
H  3.0542  0.5752  0.5742  0.0600
H  2.0850  0.7028  1.7379  -0.0726
O  3.2543  -1.8807  0.8632  -0.0569
H  3.1485  -2.1829  1.7757  0.0539
H  2.3704  -1.6726  0.5628  -0.0215
O  0.5968  -1.0792  1.0892  -0.0192
H  0.3656  -0.5629  0.2665  0.0847
H  -0.1556  -1.4484  1.3287  -0.0698

[4]
# C16H32Cl16

A 8-piece molecular cluster, C16H32Cl16 overall at a distorted geometry (ωB97M-V/def2-TZVPD, the OMol25 dataset).

The charge is 0. The highest occupied orbital energy is -0.3870 Ha. Its energy relative to the best compared isomer or geometry (same formula, charge and spin) is 29.39 kcal/mol. Its SMILES is ClCCCl.ClCCCl.ClCCCl.ClCCCl.ClCCCl.ClCCCl.ClCCCl.ClCCCl. As for the energy: -7991.91221 Eh. The calculation puts the frontier orbital gap at 10.8274 eV.

Each line ends with the Löwdin charge.
Element x y z (Å)
Cl  4.8295  -2.0317  2.8938  0.5576
C  3.5738  -1.2962  1.8909  -0.6980
C  2.2559  -1.1375  2.6621  -0.6081
Cl  2.3345  -0.0065  4.1103  0.5121
H  3.3568  -1.8874  1.0013  0.0450
H  4.0576  -0.3922  1.5208  0.0507
H  1.9651  -2.1435  2.9647  0.0727
H  1.4591  -0.7054  2.0567  0.0095
Cl  3.0921  -5.9261  -2.5336  0.5088
C  1.6255  -5.2881  -1.7041  -0.6438
C  0.3526  -5.2128  -2.5874  -0.5752
Cl  0.8098  -4.2111  -4.0229  0.5413
H  1.9112  -4.2828  -1.3943  0.0495
H  1.4640  -5.8454  -0.7814  0.0691
H  -0.4118  -4.6286  -2.0752  0.0310
H  -0.1245  -6.1085  -2.9852  0.0701
Cl  -0.4721  1.8886  6.4666  0.5213
C  -0.7333  0.0886  6.4938  -0.5987
C  -1.8429  -0.3670  5.4695  -0.5436
Cl  -1.2065  -0.2400  3.7549  0.5842
H  -1.0216  -0.1336  7.5213  0.0658
H  0.1723  -0.4408  6.1977  0.0353
H  -2.7847  0.1647  5.6049  0.0708
H  -2.0437  -1.4171  5.6820  0.0698
Cl  -1.0161  2.9579  1.8335  0.5573
C  0.3740  2.9324  2.9794  -0.6749
C  1.5851  3.5015  2.3391  -0.5933
Cl  2.2951  2.3522  1.0844  0.5414
H  0.5325  1.9092  3.3203  -0.0265
H  0.1298  3.4784  3.8906  0.0639
H  2.3546  3.7831  3.0579  0.0808
H  1.2824  4.4354  1.8657  0.0657
Cl  0.3329  -0.0171  -4.9206  0.5143
C  1.8556  -0.7699  -4.2633  -0.6408
C  2.9625  -0.9325  -5.4129  -0.6527
Cl  4.4492  -1.6731  -4.7810  0.5458
H  1.5262  -1.7113  -3.8236  -0.0206
H  2.3574  -0.1073  -3.5581  0.0301
H  3.1607  0.0449  -5.8528  0.0609
H  2.5373  -1.5491  -6.2049  0.0590
Cl  -6.4594  -0.7608  1.6333  0.5222
C  -4.7984  -0.4112  1.0112  -0.6309
C  -3.8900  0.1406  2.1188  -0.7180
Cl  -4.3631  1.7440  2.7523  0.5346
H  -4.8644  0.3630  0.2467  0.0659
H  -4.4250  -1.3272  0.5535  0.0649
H  -2.8699  0.2016  1.7399  -0.0131
H  -3.9721  -0.5824  2.9304  0.0443
Cl  -3.1061  3.8366  -5.7412  0.5207
C  -1.7396  4.8157  -5.0903  -0.6523
C  -0.6931  3.8920  -4.5213  -0.5868
Cl  -1.3684  2.8835  -3.1017  0.4886
H  -2.0803  5.6151  -4.4324  0.0752
H  -1.2898  5.4229  -5.8758  0.0747
H  0.0637  4.5419  -4.0820  0.0676
H  -0.1468  3.2972  -5.2533  0.0660
Cl  -1.2533  -2.0651  -0.7828  0.5693
C  -1.0387  -0.3877  -0.2498  -0.6823
C  0.0758  0.4290  -0.8665  -0.6063
Cl  1.6116  -0.5377  -0.8259  0.5770
H  -0.8150  -0.4076  0.8168  0.0278
H  -1.9869  0.1113  -0.4498  0.0678
H  0.2048  1.4018  -0.3921  0.0079
H  -0.1334  0.7089  -1.8989  0.0073